No. 1
ORCA calculation (ωB97M-V with the def2-TZVPD basis set) on a 2-piece molecular cluster, C5H8O overall.

Each line ends with the Mulliken charge.
Atoms and positions in Å:
C  -0.598  0.506  0.249  -0.709
C  0.285  1.143  -0.818  -0.395
C  -1.192  1.385  -0.796  -0.454
H  -0.984  -0.493  0.246  0.377
H  -0.466  0.938  1.234  0.182
H  0.695  0.549  -1.634  0.267
H  0.881  1.987  -0.480  0.209
H  -1.574  2.325  -0.425  0.235
H  -1.732  0.859  -1.575  0.256
C  0.896  -1.767  1.365  -0.915
C  0.823  -1.755  0.043  0.844
O  0.780  -1.968  -1.109  -0.397
H  0.723  -0.918  2.007  0.223
H  1.300  -2.715  1.701  0.278

Output
charge	0
lowest unoccupied orbital energy	1.032	eV
E_HOMO	-9.15	eV
SMILES string	C1CC1.C=C=O

No. 2
ORCA calculation (ωB97M-V with the def2-TZVPD basis set) on C7H10O3 in the gas phase.

Each line ends with the Mulliken charge.
Atoms and positions in Å:
C  0.566  0.520  2.260  -0.184
C  -0.149  0.273  1.330  -0.780
C  -1.187  -0.063  0.322  1.628
C  -1.806  -1.425  0.660  -1.505
C  -2.237  1.053  0.287  -1.478
O  -0.568  -0.149  -0.965  -0.381
O  0.879  0.188  -0.734  -0.047
C  1.724  -0.071  -1.748  0.654
C  3.140  0.117  -1.255  -0.934
O  1.392  -0.364  -2.863  -0.534
H  1.123  0.772  3.112  0.493
H  -2.369  -1.359  1.592  0.363
H  -2.471  -1.721  -0.152  0.381
H  -1.029  -2.180  0.769  0.361
H  -2.929  0.863  -0.538  0.370
H  -1.758  2.016  0.117  0.364
H  -2.778  1.080  1.233  0.360
H  3.751  0.489  -2.080  0.303
H  3.531  -0.849  -0.929  0.265
H  3.174  0.811  -0.418  0.302

Output
charge	0
lowest unoccupied orbital energy	0.840	eV
E_HOMO	-10.03	eV
SMILES string	C#CC(C)(C)OOC(C)=O

No. 3
ORCA calculation (ωB97M-V with the def2-TZVPD basis set) on C22H23F5N2ORuSSeSi as an isolated structure.

Each line ends with the Mulliken charge.
Atoms and positions in Å:
Ru  0.301  -0.590  -1.789  0.139
C  5.796  3.686  -2.101  -1.087
Si  4.672  2.627  -1.054  0.141
C  3.430  3.696  -0.164  -1.012
C  5.642  1.579  0.145  -1.012
C  3.781  1.428  -2.242  0.030
C  4.319  1.135  -3.497  -0.041
C  3.721  0.234  -4.375  -1.092
C  2.555  -0.387  -3.990  -0.196
N  2.023  -0.131  -2.792  -0.198
C  2.611  0.739  -1.946  0.797
S  1.596  0.740  -0.501  -0.399
H  6.280  4.434  -1.469  0.333
H  5.239  4.220  -2.875  0.364
H  6.591  3.115  -2.583  0.329
H  3.967  4.493  0.356  0.347
H  2.861  3.143  0.584  0.312
H  2.724  4.168  -0.850  0.349
H  6.193  2.208  0.848  0.350
H  6.365  0.947  -0.375  0.345
H  4.983  0.930  0.725  0.320
H  5.234  1.626  -3.807  0.340
H  4.157  0.017  -5.339  0.415
H  2.037  -1.103  -4.615  0.523
O  -1.289  -3.624  1.343  -0.352
C  -1.968  -2.867  2.338  -0.731
C  -1.208  -1.605  2.719  -0.985
C  -0.750  -0.781  1.510  -0.322
C  -1.837  -0.429  0.536  0.622
C  -3.106  -0.079  0.992  -0.784
C  -4.108  0.261  0.109  -0.418
C  -3.833  0.252  -1.250  -0.981
C  -2.561  -0.087  -1.644  -0.239
N  -1.575  -0.425  -0.788  0.524
H  -0.599  -4.150  1.760  0.289
H  -2.166  -3.470  3.228  0.392
H  -2.935  -2.616  1.902  0.363
H  -0.316  -1.873  3.289  0.406
H  -1.825  -1.010  3.398  0.448
H  0.026  -1.326  0.982  0.079
H  -0.298  0.151  1.863  0.423
H  -3.294  -0.072  2.056  0.449
H  -5.090  0.533  0.473  0.441
H  -4.577  0.510  -1.989  0.448
H  -2.304  -0.087  -2.696  0.507
F  -3.824  -5.603  -3.172  -0.285
C  -2.745  -4.974  -2.736  0.659
C  -1.951  -5.550  -1.755  0.261
F  -2.275  -6.732  -1.255  -0.272
C  -0.830  -4.879  -1.298  0.340
F  -0.073  -5.455  -0.365  -0.443
C  -0.480  -3.636  -1.793  0.110
Se  1.046  -2.682  -1.156  -0.123
C  -1.282  -3.106  -2.780  0.575
F  -0.949  -1.885  -3.316  -0.394
C  -2.408  -3.735  -3.261  -0.106
F  -3.157  -3.171  -4.202  -0.298

Output
charge	+1
lowest unoccupied orbital energy (spin up / spin down)	-4.070 / -4.547	eV
spin multiplicity	2
E_HOMO (spin up / spin down)	-11.18 / -11.17	eV

No. 4
ORCA calculation (ωB97M-V with the def2-TZVPD basis set) on C20H25F6N4O7PrSSb as an isolated structure.

Each line ends with the Mulliken charge.
Atoms and positions in Å:
Pr  -2.410  -0.615  -0.445  1.982
O  -2.061  -1.185  2.051  -0.268
C  -1.228  -1.843  3.003  -1.124
C  0.143  -2.114  2.422  0.268
N  0.191  -3.114  1.349  0.301
C  -0.686  -4.166  1.320  -0.817
C  -2.272  -3.640  0.809  0.757
O  -3.117  -3.958  1.606  -0.566
O  -2.203  -3.017  -0.254  -0.500
C  1.153  -2.887  0.284  -1.163
C  0.896  -1.669  -0.613  0.110
O  1.757  -1.451  -1.459  -0.715
O  -0.150  -0.994  -0.364  0.769
H  -2.969  -1.508  2.146  0.280
H  -1.711  -2.754  3.355  0.369
H  -1.076  -1.183  3.858  0.500
H  0.803  -2.446  3.231  0.402
H  0.541  -1.185  2.016  -0.351
H  -0.890  -4.584  2.303  0.446
H  -0.399  -4.917  0.589  0.397
H  1.217  -3.769  -0.346  0.416
H  2.129  -2.717  0.741  0.378
F  -2.270  1.329  -1.476  -0.700
Sb  -2.383  0.231  -3.524  1.743
F  -1.560  0.738  -5.134  -0.572
F  -3.373  1.754  -3.775  -0.519
F  -3.180  -1.009  -4.624  -0.513
F  -1.674  -1.401  -2.593  -0.703
F  -3.850  -0.334  -2.332  -0.637
C  1.070  0.396  -4.013  -1.185
S  -0.076  0.993  -2.764  0.843
C  -0.282  2.710  -3.282  -1.272
H  0.602  0.407  -4.990  0.380
H  1.368  -0.601  -3.694  0.311
H  1.935  1.060  -3.979  0.419
H  0.627  3.241  -2.998  0.429
H  -1.134  3.105  -2.734  0.341
H  -0.455  2.758  -4.353  0.437
O  -4.469  -1.365  0.294  -0.531
C  -4.773  -0.177  0.619  -0.016
O  -3.892  0.676  0.913  -0.533
H  -5.827  0.117  0.632  0.486
C  -0.929  3.546  2.056  -1.237
C  -1.444  2.304  1.726  -0.374
N  -0.782  1.419  0.972  0.740
C  0.431  1.760  0.549  -0.164
C  1.027  2.990  0.804  -0.006
C  0.317  3.903  1.569  -0.477
C  2.320  3.327  0.167  -1.071
C  3.419  2.583  0.117  -0.832
C  3.686  1.319  0.840  1.010
C  4.573  0.395  0.309  -0.499
C  4.797  -0.761  1.028  -0.237
N  4.218  -0.994  2.208  -0.583
C  3.410  -0.026  2.642  -0.242
N  3.101  1.109  2.024  -0.367
H  -1.510  4.229  2.661  0.422
H  -2.433  2.006  2.048  0.483
H  0.945  1.031  -0.065  0.586
H  0.736  4.878  1.789  0.530
H  2.346  4.277  -0.363  0.486
H  4.242  2.935  -0.497  0.426
H  5.056  0.564  -0.645  0.407
H  5.459  -1.532  0.649  0.411
H  2.956  -0.178  3.616  0.509

Output
charge	0
lowest unoccupied orbital energy (spin up / spin down)	-0.624 / -2.446	eV
spin multiplicity	4
E_HOMO (spin up / spin down)	-9.20 / -9.27	eV

No. 5
ORCA calculation (ωB97M-V with the def2-TZVPD basis set) on C41H62N2P3SiV as an isolated structure.

Each line ends with the Mulliken charge.
Atoms and positions in Å:
V  -0.057  -0.443  0.141  1.331
C  -4.482  -0.343  0.277  -1.544
C  -3.857  -0.893  -1.002  0.334
C  -3.719  -2.411  -0.927  -1.487
P  -2.178  -0.086  -1.297  0.646
C  -1.874  -0.322  -3.148  0.927
C  -0.945  0.804  -3.598  -2.213
C  -3.099  -0.385  -4.054  -1.804
C  -2.654  1.684  -1.269  -0.250
C  -3.861  2.130  -1.803  -0.205
C  -4.183  3.474  -1.785  -1.097
C  -3.311  4.381  -1.208  -1.009
C  -2.117  3.936  -0.667  -0.133
C  -1.762  2.595  -0.698  0.648
Si  -0.092  1.917  -0.037  0.095
C  0.269  2.787  1.628  0.623
C  0.436  4.161  1.705  -0.484
C  0.515  4.809  2.924  -1.099
C  0.427  4.070  4.091  -0.978
C  0.339  2.690  4.033  -0.371
C  0.266  2.032  2.807  -0.439
P  0.204  0.195  2.640  0.995
C  1.085  -0.292  4.244  0.669
C  1.053  -1.769  4.619  -1.773
C  2.542  0.159  4.162  -1.583
C  -1.614  -0.085  3.056  1.129
C  -2.058  0.266  4.473  -1.794
C  -2.007  -1.516  2.689  -1.949
C  1.236  2.479  -1.300  0.929
C  1.266  3.736  -1.885  -0.367
C  2.262  4.087  -2.781  -0.981
C  3.230  3.161  -3.127  -0.994
C  3.194  1.887  -2.584  -0.771
C  2.210  1.542  -1.661  -0.458
P  2.146  -0.097  -0.836  1.465
C  2.828  -1.242  -2.157  0.301
C  1.869  -1.270  -3.339  -1.520
C  3.061  -2.643  -1.602  -1.326
C  3.626  0.074  0.325  0.899
C  3.481  1.385  1.091  -2.108
C  5.006  0.022  -0.324  -1.837
H  -5.426  -0.848  0.474  0.529
H  -4.681  0.723  0.196  0.311
H  -3.829  -0.502  1.131  0.161
H  -4.515  -0.646  -1.841  0.725
H  -2.998  -2.702  -0.163  0.139
H  -3.412  -2.825  -1.886  0.184
H  -4.675  -2.864  -0.670  0.582
H  -1.328  -1.271  -3.246  0.125
H  -1.481  1.751  -3.607  0.323
H  -0.574  0.611  -4.603  0.576
H  -0.096  0.900  -2.921  0.356
H  -3.663  0.542  -3.998  0.343
H  -3.753  -1.220  -3.814  0.354
H  -2.770  -0.510  -5.085  0.509
H  -4.571  1.438  -2.233  0.458
H  -5.115  3.809  -2.214  0.456
H  -3.566  5.429  -1.173  0.441
H  -1.458  4.651  -0.200  0.365
H  0.512  4.732  0.793  0.391
H  0.635  5.880  2.967  0.480
H  0.439  4.560  5.052  0.453
H  0.320  2.154  4.969  0.394
H  0.583  0.270  5.039  0.385
H  1.609  -2.367  3.904  0.340
H  0.045  -2.158  4.718  0.322
H  1.534  -1.887  5.588  0.497
H  3.042  -0.333  3.330  0.190
H  3.065  -0.106  5.080  0.577
H  2.612  1.237  4.034  0.263
H  -2.121  0.602  2.355  -0.053
H  -1.598  -0.385  5.214  0.294
H  -3.137  0.142  4.555  0.498
H  -1.830  1.303  4.709  0.454
H  -1.551  -2.231  3.369  0.267
H  -1.688  -1.744  1.664  0.417
H  -3.087  -1.651  2.765  0.558
H  0.493  4.451  -1.650  0.447
H  2.277  5.073  -3.219  0.439
H  4.010  3.425  -3.824  0.442
H  3.944  1.177  -2.898  0.441
H  3.787  -0.839  -2.494  0.930
H  0.876  -1.570  -3.008  0.022
H  2.210  -1.977  -4.093  0.571
H  1.803  -0.289  -3.803  0.279
H  2.118  -3.111  -1.334  -0.052
H  3.697  -2.620  -0.720  0.288
H  3.547  -3.268  -2.350  0.560
H  3.534  -0.763  1.032  0.466
H  3.607  2.231  0.419  0.324
H  4.241  1.454  1.868  0.653
H  2.497  1.460  1.553  0.344
H  5.114  0.808  -1.066  0.306
H  5.220  -0.938  -0.786  0.366
H  5.761  0.192  0.442  0.514
C  -0.642  -5.713  -2.674  -1.578
C  -0.318  -4.821  -1.534  0.579
C  0.394  -5.028  -0.371  -1.134
C  0.404  -3.791  0.292  -0.358
N  -0.258  -2.879  -0.414  1.077
N  -0.681  -3.520  -1.516  -0.045
C  1.070  -3.439  1.568  -0.696
H  -0.734  -6.743  -2.339  0.413
H  0.150  -5.676  -3.422  0.273
H  -1.571  -5.416  -3.155  0.364
H  0.857  -5.933  -0.036  0.573
H  -1.256  -3.052  -2.198  -0.272
H  1.561  -4.310  1.991  0.521
H  0.332  -3.069  2.277  -0.097
H  1.811  -2.653  1.396  -0.037

Output
charge	+1
lowest unoccupied orbital energy (spin up / spin down)	-2.146 / -2.091	eV
spin multiplicity	4
E_HOMO (spin up / spin down)	-10.10 / -9.86	eV

No. 6
ORCA calculation (ωB97M-V with the def2-TZVPD basis set) on a 11-piece molecular cluster, C40H83N5O18 overall.

Each line ends with the Mulliken charge.
Atoms and positions in Å:
C  -3.139  -3.878  -1.114  -0.705
O  -1.719  -3.679  -1.083  -0.268
C  -1.286  -2.411  -1.280  0.826
O  -1.982  -1.402  -1.439  -0.618
O  0.006  -2.474  -1.445  -0.252
C  0.679  -1.277  -1.735  -0.727
H  -3.726  -3.112  -0.607  0.319
H  -3.401  -4.688  -0.434  0.242
H  -3.462  -4.113  -2.128  0.290
H  1.574  -1.465  -2.328  0.266
H  1.114  -0.745  -0.889  0.285
H  0.100  -0.604  -2.367  0.328
C  0.822  4.607  -8.533  -0.612
O  -0.360  4.436  -7.768  -0.341
C  -0.601  3.439  -6.920  0.830
O  0.158  2.511  -6.836  -0.571
O  -1.887  3.516  -6.578  -0.297
C  -2.354  2.431  -5.828  -0.665
H  1.113  5.657  -8.569  0.237
H  0.668  4.130  -9.500  0.255
H  1.624  4.100  -7.996  0.312
H  -1.797  1.495  -5.869  0.319
H  -3.409  2.198  -5.971  0.253
H  -2.192  2.859  -4.838  0.280
C  7.344  -2.604  -1.717  -0.800
O  6.953  -2.310  -0.407  -0.256
C  7.727  -2.927  0.545  -0.519
C  6.992  -2.769  1.952  -0.368
O  7.700  -3.627  2.835  -0.309
C  6.957  -3.980  4.001  -0.705
C  7.184  -3.110  5.303  -0.399
O  8.486  -3.064  5.642  -0.340
C  8.965  -4.247  6.318  -0.694
H  8.326  -2.191  -1.947  0.318
H  6.602  -2.148  -2.371  0.239
H  7.372  -3.668  -1.952  0.333
H  8.794  -2.708  0.558  0.354
H  7.878  -3.966  0.250  0.313
H  5.933  -3.024  1.905  0.332
H  7.089  -1.754  2.336  0.217
H  7.293  -4.989  4.242  0.336
H  5.978  -4.389  3.750  0.467
H  6.583  -3.337  6.184  0.391
H  6.864  -2.123  4.970  0.265
H  9.935  -4.104  6.795  0.244
H  8.986  -4.976  5.507  0.275
H  8.274  -4.596  7.084  0.308
C  4.085  11.703  -4.014  -0.689
O  4.725  10.986  -2.939  -0.313
C  5.994  10.525  -3.169  -0.443
C  6.311  9.359  -2.223  -0.753
O  5.974  8.092  -2.702  -0.295
C  4.557  7.791  -2.632  -0.380
C  4.315  6.718  -3.730  -0.605
O  4.979  5.535  -3.207  -0.300
C  4.811  4.400  -4.083  -0.698
H  3.861  12.717  -3.684  0.252
H  3.140  11.206  -4.233  0.228
H  4.785  11.876  -4.832  0.333
H  6.630  11.282  -2.711  0.333
H  6.465  10.414  -4.145  0.424
H  5.931  9.439  -1.205  0.366
H  7.370  9.242  -1.997  0.398
H  4.033  8.697  -2.938  0.319
H  4.182  7.377  -1.697  0.255
H  4.660  6.989  -4.728  0.351
H  3.247  6.499  -3.739  0.413
H  3.728  4.440  -4.200  0.267
H  4.985  3.393  -3.703  0.266
H  5.341  4.570  -5.020  0.274
C  -12.848  -1.900  3.463  -0.635
O  -12.168  -1.747  4.683  -0.389
C  -11.307  -0.567  4.787  -0.675
C  -10.051  -0.636  3.906  -0.567
O  -8.948  -1.451  4.398  -0.308
C  -9.122  -2.814  4.205  -0.169
C  -7.816  -3.583  4.389  -0.763
O  -6.798  -3.087  3.481  -0.297
C  -6.089  -1.977  4.043  -0.711
H  -12.998  -0.893  3.075  0.336
H  -13.782  -2.458  3.531  0.233
H  -12.145  -2.376  2.779  0.213
H  -10.878  -0.379  5.771  0.375
H  -11.855  0.336  4.516  0.404
H  -9.675  0.363  3.685  0.424
H  -10.269  -0.945  2.883  0.397
H  -9.488  -2.979  3.192  0.238
H  -9.855  -3.041  4.980  0.335
H  -8.063  -4.612  4.129  0.350
H  -7.552  -3.583  5.446  0.370
H  -5.229  -1.653  3.457  0.298
H  -5.563  -2.333  4.929  0.298
H  -6.690  -1.142  4.403  0.240
C  -1.111  4.093  0.794  -0.772
O  -0.665  3.754  2.073  -0.307
C  0.474  2.891  2.164  -0.235
C  0.696  2.637  3.702  -0.573
O  0.855  3.829  4.412  -0.405
C  2.141  4.306  4.759  -0.681
C  3.232  4.550  3.644  -0.473
O  3.529  3.339  3.123  -0.253
C  4.674  3.309  2.280  -0.847
H  -0.452  4.885  0.439  0.295
H  -2.104  4.543  0.799  0.273
H  -1.186  3.330  0.019  0.277
H  1.358  3.396  1.774  0.221
H  0.279  1.970  1.614  0.286
H  1.587  2.053  3.932  0.382
H  -0.187  2.091  4.037  0.369
H  2.553  3.634  5.512  0.377
H  1.905  5.229  5.287  0.344
H  4.114  5.015  4.084  0.504
H  2.828  5.197  2.865  0.310
H  4.756  2.291  1.899  0.289
H  5.590  3.713  2.711  0.290
H  4.484  3.802  1.327  0.328
C  -7.710  -8.179  -3.465  -0.676
C  -6.826  -8.556  -4.561  0.302
N  -6.118  -8.915  -5.419  -0.378
H  -8.222  -9.136  -3.368  0.230
H  -8.333  -7.309  -3.673  0.268
H  -7.171  -7.834  -2.583  0.258
C  -6.941  0.550  -0.308  -0.595
C  -6.883  1.779  -1.175  0.277
N  -6.887  2.766  -1.803  -0.369
H  -7.464  0.606  0.647  0.204
H  -5.896  0.368  -0.058  0.217
H  -7.269  -0.344  -0.840  0.269
C  3.157  -6.599  -1.645  -0.592
C  2.574  -7.422  -0.519  0.263
N  2.255  -8.019  0.394  -0.360
H  2.292  -6.260  -2.214  0.184
H  3.915  -7.116  -2.235  0.292
H  3.692  -5.741  -1.237  0.213
C  -1.888  -6.621  3.499  -0.663
C  -1.095  -5.449  3.301  0.300
N  -0.459  -4.503  3.098  -0.398
H  -2.486  -6.477  4.399  0.269
H  -1.148  -7.402  3.678  0.266
H  -2.589  -6.711  2.669  0.236
C  -1.437  -7.217  -4.579  -0.488
C  -0.874  -8.412  -4.053  0.237
N  -0.392  -9.358  -3.619  -0.384
H  -2.490  -7.429  -4.397  0.182
H  -1.176  -7.198  -5.637  0.279
H  -1.160  -6.432  -3.876  0.175

Output
charge	0
lowest unoccupied orbital energy	-0.026	eV
E_HOMO	-9.16	eV
SMILES string	COC(=O)OC.COC(=O)OC.COCCOCCOC.COCCOCCOC.COCCOCCOC.COCCOCCOC.CC#N.CC#N.CC#N.CC#N.CC#N

ΔE to the lowest compared entry with this formula, charge and spin list, top to bottom, in kJ/mol: 243.35, 420.38, 0.00, 0.00, 0.00, 587.53